(1)
# C8H7N3

An isolated molecule of C8H7N3 in a non-equilibrium geometry (wB97M-V/def2-TZVPD, the Open Molecules 2025 dataset).

Values from the calculation:
E_LUMO: -1.15 eV
F_max: 0.142 hartree/bohr
Highest occupied orbital energy: -8.177 eV
Charge: 0
2S+1: 1
Gap between HOMO and LUMO: 7.0 eV
Calculated total energy: -472.93102 a.u.
SMILES: Nc1ccc2nccnc2c1
Energy above the lowest of the compared OMol25 structures with the same formula, charge and spin: 1045.09 kJ/mol

```
18
C8H7N3 wB97M-V/def2-TZVPD
N -0.122 2.938 2.229
C -0.274 1.690 1.348
C -1.662 0.796 1.497
C -1.781 -0.530 0.530
C -0.584 -0.990 -0.534
N -0.859 -2.210 -1.367
C 0.299 -2.551 -2.262
C 1.671 -1.678 -2.315
N 1.962 -0.427 -1.534
C 0.789 -0.127 -0.644
C 0.914 1.232 0.316
H -0.581 2.646 3.143
H 0.916 2.937 2.463
H -2.524 1.087 2.252
H -2.793 -1.157 0.611
H 0.204 -3.504 -2.951
H 2.529 -2.065 -3.046
H 1.893 1.912 0.262
```

(2)
# C32H45Cl40N2O4P

A cluster of 14 separate species, C32H45Cl40N2O4P in total in a non-equilibrium geometry (wB97M-V/def2-TZVPD, the Open Molecules 2025 dataset).

Values from the calculation:
E_LUMO: -0.52 eV
F_max: 0.039 hartree/bohr
Highest occupied orbital energy: -8.504 eV
Charge: 0
2S+1: 1
Gap between HOMO and LUMO: 8.0 eV
Calculated total energy: -20405.63946 a.u.

```
124
C32H45Cl40N2O4P wB97M-V/def2-TZVPD
C 2.582 2.822 1.701
C 3.693 1.934 1.105
C 4.782 2.911 0.652
C 3.063 1.200 -0.078
C 4.160 1.019 2.269
C 4.844 -0.313 1.916
C 5.949 -0.183 0.864
C 5.551 -0.785 3.213
C 3.849 -1.420 1.586
C 2.672 -1.562 2.333
C 1.721 -2.531 2.046
C 1.936 -3.393 0.983
O 0.944 -4.324 0.697
C 0.163 -3.922 -0.423
C -0.927 -2.951 -0.054
O -0.429 -1.605 -0.078
C -1.373 -0.693 -0.555
C -2.555 -0.429 0.407
N -2.269 -0.828 1.825
P -1.174 0.237 2.626
N -1.006 -0.190 4.125
C -3.508 -0.699 2.504
O -3.945 0.322 2.919
O -4.301 -1.793 2.632
Cl -3.511 -3.296 2.605
C 3.105 -3.310 0.249
C 4.050 -2.333 0.552
H 1.722 2.179 1.904
H 2.238 3.571 0.992
H 2.883 3.259 2.653
H 5.588 2.433 0.104
H 5.142 3.504 1.490
H 4.318 3.617 -0.039
H 3.634 0.350 -0.435
H 2.945 1.915 -0.893
H 2.065 0.829 0.154
H 3.301 0.870 2.916
H 4.882 1.597 2.850
H 5.613 -0.293 -0.162
H 6.657 -0.995 1.037
H 6.523 0.728 0.995
H 4.830 -0.816 4.028
H 6.405 -0.158 3.452
H 5.891 -1.811 3.077
H 2.484 -0.899 3.166
H 0.819 -2.580 2.634
H 0.764 -3.474 -1.217
H -0.268 -4.833 -0.835
H -1.736 -3.040 -0.784
H -1.327 -3.138 0.939
H -1.755 -0.978 -1.537
H -0.855 0.256 -0.696
H -3.435 -0.966 0.054
H -2.808 0.633 0.382
H 0.039 0.141 1.929
H -1.683 1.548 2.519
H -1.318 0.557 4.735
H 3.254 -4.017 -0.560
H 4.948 -2.294 -0.048
C -1.810 4.783 0.674
Cl -1.608 4.585 -1.070
Cl -2.579 3.352 1.367
Cl -0.267 5.103 1.451
H -2.456 5.633 0.849
C -7.309 -0.670 3.868
Cl -7.111 0.531 5.144
Cl -7.239 -2.304 4.526
Cl -8.819 -0.407 2.989
H -6.490 -0.556 3.170
C -8.998 3.178 1.304
Cl -10.455 3.656 0.430
Cl -7.725 2.695 0.181
Cl -8.441 4.477 2.359
H -9.240 2.322 1.921
C 7.518 -0.917 6.852
Cl 6.637 -2.397 6.473
Cl 9.132 -0.949 6.139
Cl 6.622 0.500 6.306
H 7.625 -0.855 7.926
C -4.218 4.752 -4.105
Cl -5.065 3.205 -4.095
Cl -2.759 4.658 -5.093
Cl -5.275 6.046 -4.668
H -3.921 4.980 -3.090
C -10.417 -1.152 -0.408
Cl -10.992 -0.840 -2.045
Cl -8.660 -1.033 -0.335
Cl -11.170 -0.037 0.738
H -10.703 -2.159 -0.134
C -1.917 8.743 3.023
Cl -2.702 8.324 1.493
Cl -3.055 9.548 4.099
Cl -1.221 7.316 3.790
H -1.113 9.433 2.804
C 3.237 -6.702 -3.241
Cl 1.738 -6.661 -4.173
Cl 4.635 -6.731 -4.310
Cl 3.313 -5.325 -2.129
H 3.242 -7.608 -2.650
C 5.241 -7.763 -8.038
Cl 4.427 -6.288 -8.550
Cl 6.728 -7.383 -7.163
Cl 4.174 -8.759 -7.049
H 5.506 -8.326 -8.923
C 0.549 -2.309 6.933
Cl 0.756 -2.440 5.199
Cl -0.305 -3.714 7.581
Cl 2.107 -2.100 7.746
H -0.052 -1.432 7.133
C 5.480 -5.063 -12.365
Cl 5.282 -3.934 -11.025
Cl 5.908 -6.674 -11.779
Cl 4.018 -5.128 -13.349
H 6.290 -4.709 -12.987
C -2.440 -1.533 -4.956
Cl -1.057 -0.446 -4.843
Cl -2.561 -2.533 -3.503
Cl -3.931 -0.629 -5.214
H -2.289 -2.189 -5.802
C -4.828 10.210 -4.165
Cl -4.101 9.758 -2.620
Cl -4.933 11.964 -4.316
Cl -3.924 9.514 -5.509
H -5.833 9.810 -4.192
```

(3)
# C5H10O2

A structure of composition C5H10O2 (wB97M-V/def2-TZVPD, the Open Molecules 2025 dataset).

Values from the calculation:
E_LUMO: 0.32 eV
F_max: 0.006 hartree/bohr
Highest occupied orbital energy: -8.518 eV
Charge: 0
2S+1: 1
Gap between HOMO and LUMO: 8.8 eV
Calculated total energy: -346.79922 a.u.
Energy above the lowest of the compared OMol25 structures with the same formula, charge and spin: 593.92 kJ/mol

```
17
C5H10O2 wB97M-V/def2-TZVPD
C -1.927 1.368 -0.350
O -0.531 1.202 -0.462
C 0.629 0.394 1.013
C 0.412 -0.976 1.500
C 1.495 -0.535 0.536
C 0.951 -1.094 -1.292
O 0.932 -0.102 -2.062
H -2.169 2.437 -0.401
H -2.262 0.986 0.623
H -2.477 0.845 -1.139
H 0.610 1.379 1.448
H 0.579 -1.157 2.566
H -0.372 -1.613 1.076
H 2.577 -0.536 0.569
H 1.733 -1.863 -1.419
H 0.000 -1.508 -0.902
H -0.179 0.772 -1.305
```

(4)
# C5H4N2

An isolated molecule of C5H4N2 (wB97M-V/def2-TZVPD, the Open Molecules 2025 dataset).

Values from the calculation:
E_LUMO: -0.59 eV
F_max: 0.013 hartree/bohr
Highest occupied orbital energy: -8.707 eV
Charge: 0
2S+1: 1
Gap between HOMO and LUMO: 8.1 eV
Calculated total energy: -302.22207 a.u.
Energy above the lowest of the compared OMol25 structures with the same formula, charge and spin: 541.48 kJ/mol

```
11
C5H4N2 wB97M-V/def2-TZVPD
C 2.023 -0.940 0.956
C 1.033 -0.838 0.280
C 0.275 0.682 -1.234
C -0.142 -0.606 -0.577
N -1.312 -0.258 0.245
N -1.470 1.021 0.287
C -0.561 1.581 -0.533
H 2.917 -1.012 1.535
H -0.349 -1.461 -1.227
H -1.858 -0.845 0.858
H -0.547 2.662 -0.582
```